23
Properties=species:S:1:pos:R:3:forces:R:3 method="wB97M-V/def2-TZVPD" homo_ev="-12.2 / -12.2" lumo_energy_ev="-5.866 / -5.878" total_charge=+1 e_above_lowest_kj_mol=360.0 total_energy_ha=-1294.01509 gap_ev="6.34 / 6.33"
C 2.927404 -1.057806 -0.493169 -2.733 -2.507 1.452
C 0.391637 1.247235 2.267605 -0.069 1.610 -0.038
C -2.311303 -0.670876 0.747261 -0.795 0.125 -0.504
C -1.794545 0.538715 -1.881262 0.566 -0.609 -3.146
N 1.560801 1.170187 -0.184166 -1.619 -0.546 -0.247
N 0.091354 -0.984978 -0.354461 -0.388 -2.864 -2.431
P 1.445130 -0.284839 -1.252516 1.512 0.852 0.451
P 0.168799 1.932961 0.575713 1.075 -0.950 -0.444
P -1.073164 0.157545 -0.266411 -1.029 0.682 0.432
H 2.997866 -2.084243 -0.842422 0.218 -0.167 -0.543
H 2.781584 -1.228586 0.594372 -0.099 0.573 -0.443
H 3.837060 -0.593007 -0.625988 1.781 1.392 -0.692
H -0.567083 1.459005 2.716286 -0.320 -0.632 0.697
H 1.191440 1.602671 2.940339 -0.324 0.933 -0.733
H 0.716176 0.268987 2.143671 -0.303 -2.296 -0.008
H -2.947539 -1.318539 0.168694 -0.241 -0.095 -1.035
H -3.035534 -0.114505 1.321204 0.259 0.656 0.311
H -1.808664 -1.399141 1.328829 0.846 -0.262 1.082
H -1.957751 -0.492676 -2.485885 0.689 2.167 1.420
H -1.283386 1.318385 -2.642341 -0.802 -1.898 2.137
H -2.802235 0.873288 -1.738373 -0.633 0.486 0.257
H 2.192816 1.833099 -0.579305 0.358 0.603 -0.458
H -0.720864 -2.172881 -1.457677 2.049 2.747 2.484